1.
ORCA calculation (the ωB97M-V functional and the def2-TZVPD basis) on a structure of composition C54H57BF7I2NO5.

Calculated values
Molecular weight = 1197.66 g/mol
Highest occupied orbital energy = -8.0351 eV
Total energy = -3842.21176 Ha
Frontier orbital gap = 8.22 eV
Strongest force on any atom = 0.98 eV Å⁻¹

Structure (ORCA input):
```
! RIJCOSX wB97M-V def2-TZVPD def2/J DEFGRID3
* xyz 0 1
C 3.7081 0.8162 3.2969
C 2.6383 1.4927 2.4452
O 2.6975 0.9759 1.1258
C 2.2826 1.8400 0.0951
C 0.8183 1.6524 -0.2654
O -0.0764 1.7591 0.8236
C -0.1660 3.0317 1.3983
C -1.4807 3.2564 2.1804
B -1.0215 4.3149 3.2919
O -0.9695 5.6747 3.0507
O -0.6462 3.8678 4.5381
C -2.5892 3.8539 1.2745
N -3.8127 3.1486 1.6735
C -3.5500 1.9131 2.2238
O -4.2857 0.9448 2.1601
C -2.2040 2.0518 2.9280
C -1.4007 0.7907 3.3425
I -1.4185 0.6211 5.5022
C -1.7129 -0.6050 2.7112
C -2.0192 -0.6056 1.2019
I -3.1712 -1.8432 3.7114
H 4.6042 1.4370 3.3802
H 3.3281 0.6631 4.3152
H 3.9616 -0.1604 2.8774
H 1.6410 1.3094 2.8777
H 2.7804 2.5865 2.4336
H 2.5190 2.8919 0.3292
H 2.8588 1.5824 -0.8061
H 0.5535 2.3731 -1.0597
H 0.6788 0.6454 -0.6782
H 0.7071 3.2233 2.0461
H -0.1201 3.7960 0.6003
H -0.9693 5.8972 2.1160
H 0.1097 4.3437 4.8916
H -2.7520 4.9274 1.3938
H -2.3884 3.6688 0.2096
H -4.6261 3.2163 1.0807
H -2.5099 2.5252 3.8708
H -0.3451 0.9978 3.1664
H -0.8044 -1.1902 2.8795
H -2.9194 -1.1965 1.0042
H -1.1958 -1.0594 0.6428
H -2.2149 0.3861 0.8157
F -0.5562 -0.8505 -3.3246
C -1.4110 -1.8524 -2.9869
C -1.1080 -3.1431 -3.3661
C -1.9935 -4.1519 -3.0129
C -3.1490 -3.8608 -2.3006
C -3.4265 -2.5503 -1.9374
C -2.5504 -1.5308 -2.2814
H -0.2029 -3.3454 -3.9233
H -1.7789 -5.1737 -3.2957
H -3.8285 -4.6549 -2.0296
H -4.3228 -2.3174 -1.3781
H -2.7363 -0.5017 -2.0015
F 1.3032 -1.8605 3.7245
C 2.1487 -2.2419 4.7080
C 1.6800 -2.3057 6.0052
C 2.5630 -2.6949 7.0026
C 3.8815 -3.0067 6.6973
C 4.3207 -2.9394 5.3818
C 3.4500 -2.5572 4.3712
H 0.6494 -2.0565 6.2191
H 2.2138 -2.7586 8.0247
H 4.5628 -3.3085 7.4812
H 5.3461 -3.1869 5.1370
H 3.7675 -2.5054 3.3387
F 7.3589 -4.0171 3.5538
C 7.3840 -2.7923 2.9893
C 8.2465 -1.8437 3.5007
C 8.2657 -0.5859 2.9140
C 7.4318 -0.2968 1.8425
C 6.5738 -1.2713 1.3513
C 6.5442 -2.5350 1.9243
H 8.8836 -2.0920 4.3383
H 8.9372 0.1704 3.2981
H 7.4492 0.6863 1.3919
H 5.9172 -1.0464 0.5213
H 5.8869 -3.3116 1.5579
F 5.5850 -1.1556 -6.2303
C 4.2739 -0.8429 -6.2974
C 3.7419 -0.4705 -7.5154
C 2.3921 -0.1533 -7.5764
C 1.6045 -0.2070 -6.4345
C 2.1682 -0.5825 -5.2223
C 3.5154 -0.9086 -5.1460
H 4.3764 -0.4331 -8.3901
H 1.9551 0.1352 -8.5232
H 0.5522 0.0395 -6.4881
H 1.5548 -0.6253 -4.3335
H 3.9762 -1.2107 -4.2153
F -2.9722 6.5974 -0.3886
C -3.5687 7.7775 -0.0857
C -3.3736 8.8523 -0.9275
C -3.9880 10.0551 -0.6087
C -4.7725 10.1633 0.5314
C -4.9470 9.0629 1.3592
C -4.3432 7.8513 1.0535
H -2.7553 8.7434 -1.8080
H -3.8521 10.9104 -1.2568
H -5.2470 11.1041 0.7744
H -5.5549 9.1443 2.2501
H -4.4673 6.9802 1.6830
F -3.8548 -3.1593 -5.9625
C -3.9403 -1.9603 -6.5711
C -3.3186 -0.8739 -5.9891
C -3.4088 0.3571 -6.6230
C -4.1138 0.4866 -7.8122
C -4.7306 -0.6237 -8.3726
C -4.6463 -1.8630 -7.7536
H -2.7794 -0.9983 -5.0608
H -2.9240 1.2189 -6.1829
H -4.1824 1.4492 -8.3006
H -5.2831 -0.5275 -9.2978
H -5.1151 -2.7423 -8.1735
F -3.3845 -6.9331 -1.3988
C -2.5097 -7.2036 -0.4029
C -2.9993 -7.4011 0.8716
C -2.0953 -7.6688 1.8896
C -0.7344 -7.7317 1.6232
C -0.2728 -7.5271 0.3304
C -1.1636 -7.2606 -0.6998
H -4.0630 -7.3389 1.0556
H -2.4586 -7.8259 2.8963
H -0.0353 -7.9367 2.4223
H 0.7874 -7.5710 0.1195
H -0.8271 -7.0993 -1.7147
*
```



2.
ORCA calculation (the ωB97M-V functional and the def2-TZVPD basis) on a structure of composition C54H57BrGeN13O3Tl.

Calculated values
Molecular weight = 1293.04 g/mol
Highest occupied orbital energy = -0.9064 eV
Total energy = -7852.89239 Ha
Frontier orbital gap = 4.63 eV
ΔE to the lowest compared entry with this formula, charge and spin = 15.0 kcal/mol
Strongest force on any atom = 0.83 eV Å⁻¹

Structure (ORCA input):
```
! RIJCOSX wB97M-V def2-TZVPD def2/J DEFGRID3
* xyz -2 1
Tl 0.5384 0.6744 -1.2254
C -0.4527 -1.7360 -4.4101
O -1.1372 -0.7253 -3.6879
C -2.4277 -0.8685 -3.3741
C -3.2137 -1.9837 -3.5611
C -4.5121 -1.9711 -3.0436
Br -5.5974 -3.5174 -3.2937
C -5.0110 -0.9077 -2.3413
C -4.2129 0.2368 -2.1723
C -2.9395 0.2775 -2.7254
O -2.1620 1.3586 -2.5754
C -4.7191 1.3359 -1.3407
N -5.9624 1.4767 -0.9386
C -5.9452 2.5849 -0.1146
C -6.9792 3.1944 0.5952
C -6.6824 4.3127 1.3538
C -5.3798 4.8326 1.4113
C -4.3393 4.2459 0.7118
C -4.6463 3.1184 -0.0427
N -3.8877 2.2993 -0.8371
H -0.9112 -1.8720 -5.3938
H -0.4520 -2.6772 -3.8563
H 0.5659 -1.3719 -4.5225
H -2.8182 -2.8646 -4.0445
H -6.0013 -0.9220 -1.9108
H -1.3311 1.3644 -3.1392
H -7.9834 2.7927 0.5463
H -7.4694 4.8038 1.9134
H -5.1862 5.7132 2.0119
H -3.3344 4.6492 0.7456
H -2.9121 2.3740 -1.0919
C 3.4269 -0.2858 -3.9708
N 2.1461 0.4265 -3.9337
C 1.7163 0.8444 -5.0687
C 0.5012 1.5584 -5.3456
C 0.0905 1.9036 -6.6436
C -1.0852 2.6464 -6.4909
C -1.2976 2.7111 -5.1058
N -0.3442 2.0681 -4.4034
C 3.2687 -1.7041 -4.4663
C 2.6088 -2.6498 -3.6802
C 2.4222 -3.9451 -4.1354
C 2.8929 -4.3203 -5.3888
C 3.5546 -3.3914 -6.1773
C 3.7407 -2.0932 -5.7153
H 3.8359 -0.3075 -2.9570
H 4.1542 0.2406 -4.6040
H 2.3079 0.6530 -5.9817
H 0.5898 1.6281 -7.5634
H -1.7016 3.0812 -7.2651
H -2.1038 3.2243 -4.5960
H 2.2410 -2.3689 -2.6999
H 1.9119 -4.6618 -3.5032
H 2.7446 -5.3327 -5.7451
H 3.9267 -3.6737 -7.1554
H 4.2562 -1.3676 -6.3347
C 5.2639 1.8480 2.7968
N 4.4340 1.4185 1.7146
C 3.2726 1.9341 1.2977
N 2.6881 1.1265 0.4611
C 3.5805 0.0796 0.3270
N 4.6579 0.2324 1.0937
C 4.9389 1.0642 4.0465
C 5.9372 0.6125 4.8965
C 5.6217 -0.1439 6.0208
C 4.3027 -0.4657 6.2957
C 3.3010 -0.0097 5.4414
C 3.6186 0.7512 4.3303
C 1.9100 -0.3907 5.6817
N 1.4501 -1.3241 6.4366
N 0.0681 -1.3212 6.2607
C -0.1881 -0.3765 5.4270
O 0.9289 0.2702 5.0213
C -1.4825 0.0309 4.8784
C -2.4938 -0.9211 4.7815
C -3.6976 -0.5774 4.1951
C -3.9025 0.7152 3.7320
C -2.9155 1.6799 3.8714
C -3.1993 3.1026 3.4549
N -2.0850 3.7659 2.8061
C -1.4596 3.4917 1.6504
N -0.4864 4.3548 1.4423
C -0.5597 5.1525 2.5343
N -1.5073 4.8403 3.3925
C -1.6923 1.3294 4.4327
H 5.1098 2.9201 2.9393
H 6.3100 1.6939 2.5295
H 2.8714 2.8634 1.6748
H 4.4156 -1.5202 -0.7035
H 6.9740 0.8291 4.6640
H 6.4111 -0.5034 6.6686
H 4.0362 -1.0772 7.1470
H 2.8336 1.0544 3.6470
H -2.3028 -1.9295 5.1218
H -4.4706 -1.3242 4.0715
H -4.8406 0.9764 3.2554
H -3.4032 3.7189 4.3302
H -4.0793 3.1370 2.8104
H -1.7253 2.6572 1.0199
H 0.1017 5.9869 2.7032
H -0.8984 2.0636 4.5019
C 2.4055 -2.7999 2.0818
Ge 2.1688 -2.5809 0.0951
C 1.2010 -3.8400 -1.1767
C 3.8646 -3.9336 -0.1602
C 3.4309 -1.0791 -0.5650
H 2.0022 -3.7537 2.4300
H 1.9204 -1.9855 2.6274
H 3.4771 -2.7912 2.2913
H 0.8197 -4.6964 -0.6088
H 1.8740 -4.2428 -1.9391
H 0.3560 -3.3210 -1.6329
H 3.5784 -4.9606 0.1107
H 4.7245 -3.6453 0.4595
H 4.1972 -3.9509 -1.2093
H 3.0492 -0.7582 -1.5403
C -1.7831 -1.2784 -0.3008
C -0.6173 -1.4484 0.7073
C -0.8949 -2.8033 1.4046
C -0.7963 -0.3645 1.7996
N 0.6781 -1.2860 0.0699
H -2.7626 -1.2935 0.1920
H -1.7562 -2.0858 -1.0387
H -1.7051 -0.3298 -0.8449
H -1.9446 -2.8585 1.7180
H -0.2790 -2.9373 2.2876
H -0.7068 -3.6335 0.7232
H -1.8049 -0.3638 2.2434
H -0.5876 0.6174 1.3648
H -0.0588 -0.5237 2.5925
*
```



3.
ORCA calculation (the ωB97M-V functional and the def2-TZVPD basis) on a structure of composition C54H57BrGeN13O3Tl.

Calculated values
Molecular weight = 1293.04 g/mol
Highest occupied orbital energy (alpha / beta) = -1.8623 / 0.2419 eV
Total energy = -7852.77260 Ha
Frontier orbital gap (alpha / beta) = 4.98 / 2.88 eV
ΔE to the lowest compared entry with this formula, charge and spin = 90.2 kcal/mol
Strongest force on any atom = 1.10 eV Å⁻¹

Structure (ORCA input):
```
! RIJCOSX wB97M-V def2-TZVPD def2/J DEFGRID3
* xyz -2 1
Tl 0.3638 -1.3204 0.2550
C 3.0584 0.9878 -1.1843
O 3.0461 -0.2830 -0.5596
C 4.2042 -0.8007 -0.1254
C 5.4534 -0.2931 -0.4205
C 6.5728 -0.9480 0.0871
Br 8.3007 -0.2385 -0.3159
C 6.4833 -2.0745 0.8555
C 5.2150 -2.5906 1.1728
C 4.0670 -1.9426 0.6947
O 2.8370 -2.3320 0.9946
C 5.0571 -3.7820 1.9860
N 3.8999 -4.3152 2.2893
C 4.1661 -5.4153 3.0715
C 3.2978 -6.3262 3.6649
C 3.8546 -7.3393 4.4245
C 5.2397 -7.4542 4.5960
C 6.1157 -6.5568 4.0071
C 5.5535 -5.5432 3.2452
N 6.0948 -4.4901 2.5378
H 3.5985 0.9567 -2.1354
H 3.5056 1.7396 -0.5293
H 2.0146 1.2363 -1.3568
H 5.5695 0.5906 -1.0285
H 7.3836 -2.5541 1.2135
H 2.8839 -3.1541 1.5457
H 2.2288 -6.2297 3.5256
H 3.2035 -8.0609 4.9016
H 5.6355 -8.2579 5.2032
H 7.1863 -6.6460 4.1438
H 7.0687 -4.2667 2.4570
C -2.6676 -3.7871 1.5133
N -1.4917 -3.6904 0.6843
C -1.0888 -4.7586 0.1099
C 0.1311 -4.9009 -0.6269
C 0.6181 -6.1025 -1.1754
C 1.8874 -5.8134 -1.6767
C 2.0951 -4.4502 -1.3989
N 1.0462 -3.8936 -0.7813
C -2.3329 -3.8813 2.9925
C -1.1154 -3.4230 3.4887
C -0.8212 -3.5268 4.8411
C -1.7425 -4.0798 5.7201
C -2.9666 -4.5219 5.2363
C -3.2528 -4.4294 3.8814
H -3.2940 -4.6522 1.2455
H -3.2737 -2.8873 1.3658
H -1.6913 -5.6792 0.1869
H 0.1046 -7.0553 -1.1892
H 2.5774 -6.4874 -2.1654
H 2.9771 -3.8608 -1.6295
H -0.4078 -2.9694 2.8067
H 0.1336 -3.1697 5.2100
H -1.5100 -4.1636 6.7749
H -3.7012 -4.9382 5.9160
H -4.2085 -4.7851 3.5100
C 0.1838 4.7654 2.6092
N 0.3746 3.4132 2.1364
C 0.3998 2.9263 0.8540
N 0.3670 1.6526 0.7898
C 0.1812 1.2092 2.2034
N 0.2885 2.4079 3.0264
C -1.2563 5.2300 2.7382
C -1.6044 5.9427 3.8816
C -2.9202 6.3765 4.0533
C -3.8698 6.1383 3.0879
C -3.5230 5.4663 1.8930
C -2.2017 4.9932 1.7500
C -4.5147 5.3377 0.8743
N -5.7704 5.7391 0.9558
N -6.3652 5.4900 -0.2151
C -5.4555 4.9584 -1.0280
O -4.2424 4.8231 -0.3768
C -5.6514 4.5877 -2.3801
C -6.9403 4.7598 -2.9535
C -7.1724 4.3993 -4.2593
C -6.1505 3.8654 -5.0508
C -4.8701 3.7094 -4.5102
C -3.8058 3.1315 -5.4222
N -2.4406 3.2878 -4.9820
C -1.5778 2.2588 -4.4843
N -0.2350 2.8434 -4.5190
C -0.4834 4.1088 -5.1217
N -1.7033 4.3540 -5.4062
C -4.6165 4.0577 -3.1977
H 0.7308 5.4508 1.9551
H 0.6473 4.7876 3.5945
H 0.4838 3.5993 0.0078
H -0.9386 0.9972 2.2457
H -0.8601 6.1250 4.6493
H -3.1955 6.9072 4.9584
H -4.8900 6.4769 3.2034
H -1.9389 4.4388 0.8565
H -7.7256 5.1706 -2.3347
H -8.1604 4.5400 -4.6863
H -6.3413 3.5910 -6.0845
H -3.8943 3.6136 -6.3998
H -3.9955 2.0643 -5.5649
H -1.9235 1.7178 -3.6099
H 0.3047 4.8302 -5.2707
H -3.6212 3.9415 -2.7851
C -2.3448 0.6758 -7.8379
Ge -0.7064 1.6600 -7.3617
C 0.8252 0.5949 -7.9718
C -0.7760 3.3610 -8.3473
C -0.5607 1.6769 -5.4054
H -2.2503 0.2805 -8.8519
H -3.2314 1.3075 -7.7926
H -2.4815 -0.1654 -7.1553
H 0.7259 0.3232 -9.0239
H 0.8841 -0.3193 -7.3776
H 1.7615 1.1396 -7.8383
H -1.0018 3.1362 -9.3921
H 0.1704 3.9016 -8.2983
H -1.5538 4.0053 -7.9425
H -0.0728 0.7771 -5.0405
C 0.3411 0.0238 4.9731
C 1.4119 -0.1457 3.8674
C 2.5823 0.8265 4.1631
C 1.9705 -1.5634 3.9738
N 0.8728 0.0053 2.5298
H 0.7667 -0.1701 5.9661
H -0.4780 -0.6797 4.7984
H -0.0571 1.0373 4.9581
H 2.9644 0.6846 5.1842
H 2.2459 1.8548 4.0515
H 3.3901 0.6393 3.4495
H 2.2749 -1.7835 5.0032
H 2.8412 -1.6690 3.3250
H 1.2163 -2.2895 3.6558
*
```



Which of these has the lowest molecular weight?
C54H57BF7I2NO5



Look up the molecular weight of the second one.
1293.04 g/mol



molecular weight of number 3 (C54H57BrGeN13O3Tl)?
1293.04 g/mol



The lowest strongest force on any atom belongs to which entry?
number 2